13
Properties=species:S:1:pos:R:3:forces:R:3:mulliken_charge:R:1 method="wB97M-V/def2-TZVPD" total_charge=-1 spin_multiplicity=2 molar_mass_g_mol=63.10 relative_energy_kcal_mol=6.2 e_lumo_ev="4.4 / 4.5" gap_ev="3.24 / 10.01"
H -1.071693 0.237951 -1.393631 -0.7 0.0 -2.0 0.51
O -1.685047 0.093984 -2.379614 0.3 -0.2 0.9 -0.86
N -0.058248 0.540734 -0.547196 -0.1 0.2 0.0 -1.03
H -2.256045 0.850418 -2.535035 0.0 0.1 0.2 0.33
H 0.801146 0.468410 -1.086006 0.0 -0.4 0.3 0.48
C -0.111107 -0.220432 0.730516 0.1 1.0 -1.1 -1.47
H -0.807537 -1.043796 0.557243 0.4 -0.2 0.2 0.17
H -0.585882 0.438009 1.459659 -0.1 0.0 0.1 0.52
H -0.202233 1.551162 -0.464926 0.1 0.0 0.6 0.85
C 1.230211 -0.608023 1.267537 0.3 -1.5 1.2 -3.06
H 1.009493 -1.245746 2.170187 0.3 0.7 -0.2 0.89
H 1.855081 -1.288805 0.686077 -0.3 0.1 -0.6 0.80
H 1.881860 0.226135 1.535188 -0.3 0.2 0.1 0.87

=====

13
Properties=species:S:1:pos:R:3:forces:R:3:mulliken_charge:R:1 method="wB97M-V/def2-TZVPD" spin_multiplicity=1 molar_mass_g_mol=63.10 relative_energy_kcal_mol=9.6 e_lumo_ev=0.7 smiles=CCN.O gap_ev=10.17
N -1.430829 -0.786640 -1.829819 -0.1 0.0 -0.4 -0.62
C 0.000000 0.000000 0.000000 0.4 -0.5 1.6 -0.97
C -1.096160 0.339110 -0.924960 -1.2 0.4 -1.9 -0.22
H -2.009459 -0.411260 -2.589399 0.3 -0.4 0.3 0.25
H -2.020809 -1.460240 -1.328960 0.4 0.3 -0.2 0.14
H -0.328650 -0.828770 0.649420 0.4 0.2 0.0 0.26
H 0.230430 0.873140 0.633350 0.0 -0.4 -0.1 0.31
H 0.920690 -0.307390 -0.523880 -0.5 0.1 0.1 0.27
H -2.086079 0.634410 -0.527080 0.9 0.5 0.8 0.29
H -0.714050 1.180180 -1.534899 -0.5 -0.3 0.0 0.28
O -3.574439 -3.629599 -0.267810 0.2 1.1 -0.6 -0.64
H -3.387688 -3.465979 -1.219970 -0.2 -0.2 1.0 0.33
H -3.605639 -2.733039 0.136470 0.0 -1.0 -0.4 0.32